Run A
A 3-piece molecular cluster, C3H5N3O overall, computed with ωB97M-V/def2-TZVPD.

The geometry in XYZ format:
```
12
C3H5N3O (ωB97M-V/def2-TZVPD)
N -1.073 -0.863 0.970
C -0.734 -0.132 -0.074
C -1.140 -0.203 -1.413
O -0.383 0.578 -2.130
N 0.663 1.135 -1.411
C 0.450 0.726 -0.152
N 1.236 0.774 0.909
H 0.550 -1.366 1.374
H -0.870 -0.335 1.822
H -1.994 -0.654 -1.898
H 1.106 -0.694 1.350
H 2.190 1.034 0.653
```

Output
HOMO-LUMO gap (spin up / spin down) ... 7.44 / 7.43 eV
E_HOMO (spin up / spin down) ... -9.163 / -9.157 eV
LUMO energy (spin up / spin down) ... -1.722 / -1.727 eV

Mulliken population analysis, charges in e, atoms 1 to 4:
1. N -0.840
2. C 0.830
3. C -0.346
4. O -0.079

=====

Run B
C3H5N3O in the gas phase, computed with ωB97M-V/def2-TZVPD.

The geometry in XYZ format:
```
12
C3H5N3O (ωB97M-V/def2-TZVPD)
N -1.984 -0.026 -0.584
C -0.670 -0.082 -0.123
C -0.019 -0.882 0.767
N 1.261 -0.321 0.928
C 1.479 0.711 0.063
O 2.497 1.343 -0.144
N 0.230 0.877 -0.549
H -2.104 -0.155 -1.581
H -2.633 -0.589 -0.054
H 0.032 -1.955 0.763
H 1.885 -0.567 1.676
H 0.027 1.647 -1.162
```

Output
Structure (SMILES) ... Nc1c[nH]c(=O)[nH]1
HOMO-LUMO gap ... 8.54 eV
E_HOMO ... -7.768 eV
LUMO energy ... 0.777 eV

Mulliken population analysis, charges in e, atoms 1 to 4:
1. N -0.492
2. C 0.399
3. C -0.482
4. N -0.054

=====

Run C
C3H5N3O in the gas phase, computed with ωB97M-V/def2-TZVPD.

The geometry in XYZ format:
```
12
C3H5N3O (ωB97M-V/def2-TZVPD)
N 0.454 -0.315 1.707
C -0.058 0.150 0.476
C -1.133 0.909 0.679
O -1.608 1.416 -0.465
N -0.773 0.940 -1.504
C 0.158 0.199 -0.939
N 1.200 -0.354 -1.670
H 0.316 -1.275 1.959
H 1.284 0.120 2.065
H -1.190 0.857 1.802
H 1.375 -1.325 -1.445
H 1.083 -0.231 -2.668
```

Output
Structure (SMILES) ... Nc1conc1N
HOMO-LUMO gap ... 10.09 eV
E_HOMO ... -9.308 eV
LUMO energy ... 0.784 eV

Mulliken population analysis, charges in e, atoms 1 to 4:
1. N -0.526
2. C 0.520
3. C -0.307
4. O -0.197

=====

On energetic grounds, run B is preferred over the next structure by 0.1045 hartree.

=====

Run A
C3H5N3O in the gas phase, computed with ωB97M-V/def2-TZVPD.

The geometry in XYZ format:
```
12
C3H5N3O (ωB97M-V/def2-TZVPD)
C -0.117 -0.016 0.929
C 0.335 0.813 -0.060
C -0.285 -1.199 -0.915
H -0.729 -0.650 2.682
H -0.556 0.972 2.709
H 0.837 1.774 -0.118
H 1.237 0.797 -2.523
H -0.489 -1.916 -1.649
N -0.116 0.125 2.343
N 0.153 0.038 -1.241
N -0.457 -1.289 0.392
O 0.187 0.551 -2.552
```

Output
Structure (SMILES) ... Nc1cn(O)cn1
HOMO-LUMO gap ... 8.79 eV
E_HOMO ... -8.255 eV
LUMO energy ... 0.533 eV

Mulliken population analysis, charges in e, atoms 1 to 4:
1. C 0.361
2. C -0.615
3. C -0.145
4. H 0.310

=====

Run B
C3H5N3O in the gas phase, computed with ωB97M-V/def2-TZVPD.

The geometry in XYZ format:
```
12
C3H5N3O (ωB97M-V/def2-TZVPD)
C -2.232 -0.193 -0.084
C -0.793 0.132 0.024
C 1.286 0.068 -0.035
H -2.642 -0.266 0.978
H -2.185 -1.130 -0.551
H -2.845 0.487 -0.622
H 2.783 -1.179 -0.036
H 3.300 0.376 0.292
N -0.420 1.386 -0.093
N 2.575 -0.253 -0.196
N 0.203 -0.740 0.203
O 0.969 1.313 0.120
```

Output
Structure (SMILES) ... Cc1noc(N)n1
HOMO-LUMO gap ... 9.87 eV
E_HOMO ... -9.191 eV
LUMO energy ... 0.682 eV

Mulliken population analysis, charges in e, atoms 1 to 4:
1. C -0.923
2. C 0.635
3. C 0.591
4. H 0.215

=====

On energetic grounds, run B is preferred over the next structure by 0.0350 hartree.

=====

Run A
C3H5N3O in the gas phase, computed with ωB97M-V/def2-TZVPD.

The geometry in XYZ format:
```
12
C3H5N3O (ωB97M-V/def2-TZVPD)
C 1.157 -0.812 -0.092
C -0.136 -0.315 -0.096
C -0.570 0.885 -0.026
H 2.789 0.624 0.181
H 1.408 -1.130 1.049
H 1.420 -1.702 -0.767
H -0.003 1.866 0.338
H -2.767 1.219 0.107
N -1.958 0.727 -0.194
N -2.204 -0.554 -0.184
N -1.048 -1.291 -0.038
O 1.913 0.481 -0.278
```

Output
Structure (SMILES) ... OCc1c[nH]nn1
HOMO-LUMO gap ... 10.34 eV
E_HOMO ... -9.639 eV
LUMO energy ... 0.701 eV

Mulliken population analysis, charges in e, atoms 1 to 4:
1. C -0.124
2. C 0.125
3. C -0.021
4. H 0.301

=====

Run B
C3H5N3O in the gas phase, computed with ωB97M-V/def2-TZVPD.

The geometry in XYZ format:
```
12
C3H5N3O (ωB97M-V/def2-TZVPD)
C 0.867 0.685 0.891
C -1.118 -0.507 -0.129
C 1.014 -0.454 -0.985
H 0.721 2.090 2.347
H 1.883 0.787 0.867
H -1.464 -0.839 -1.229
H -2.901 -0.290 -0.006
H 2.103 -0.109 -0.718
N 0.183 1.453 1.695
N 0.263 -0.317 0.105
N -2.037 -0.061 0.699
O 0.777 -0.939 -2.176
```

Output
Structure (SMILES) ... [H]/N=C/N(C=O)/C=N/[H]
HOMO-LUMO gap ... 10.59 eV
E_HOMO ... -10.123 eV
LUMO energy ... 0.465 eV

Mulliken population analysis, charges in e, atoms 1 to 4:
1. C -0.124
2. C 0.019
3. C 0.190
4. H 0.263

=====

On energetic grounds, run B is preferred over the next structure by 0.0232 hartree.

=====

Run A
C3H5N3O in the gas phase, computed with ωB97M-V/def2-TZVPD.

The geometry in XYZ format:
```
12
C3H5N3O (ωB97M-V/def2-TZVPD)
N 0.320 1.752 -0.148
C 0.528 0.361 -0.098
C 1.666 -0.366 -0.201
O 1.400 -1.682 -0.096
N 0.043 -1.855 0.040
C -0.470 -0.652 0.057
N -1.832 -0.411 0.270
H -0.653 1.973 0.021
H 0.871 2.247 0.544
H 2.704 -0.102 -0.335
H -2.268 0.015 -0.541
H -2.308 -1.280 0.488
```

Output
Structure (SMILES) ... Nc1conc1N
HOMO-LUMO gap ... 9.57 eV
E_HOMO ... -8.707 eV
LUMO energy ... 0.864 eV

Mulliken population analysis, charges in e, atoms 1 to 4:
1. N -0.600
2. C 0.488
3. C -0.616
4. O -0.162

=====

Run B
C3H5N3O in the gas phase, computed with ωB97M-V/def2-TZVPD.

The geometry in XYZ format:
```
12
C3H5N3O (ωB97M-V/def2-TZVPD)
C 1.064 -0.725 -0.043
C -0.933 0.816 0.466
C 0.621 0.719 0.062
N -1.453 2.142 0.492
N -1.792 1.470 -0.480
N 0.149 -1.606 -0.452
O 2.217 -1.065 0.142
H -1.435 -0.061 0.982
H 1.187 1.181 0.761
H 0.671 1.168 -0.991
H -0.798 -1.418 -0.355
H 0.503 -2.621 -0.583
```

Output
Structure (SMILES) ... NC(=O)CC1N=N1
HOMO-LUMO gap ... 10.09 eV
E_HOMO ... -9.956 eV
LUMO energy ... 0.139 eV

Mulliken population analysis, charges in e, atoms 1 to 4:
1. C 0.373
2. C 0.098
3. C -0.493
4. N -0.242

=====

On energetic grounds, run A is preferred over the next structure by 0.0320 hartree.

=====

Run A
C3H5N3O in the gas phase, computed with ωB97M-V/def2-TZVPD.

The geometry in XYZ format:
```
12
C3H5N3O (ωB97M-V/def2-TZVPD)
C -2.209 -0.516 0.080
C 1.209 0.377 -0.123
C 1.694 -0.954 -0.116
H -2.822 0.504 0.432
H -2.880 -1.483 -0.460
H -0.654 1.463 0.523
H 1.184 2.230 -0.005
H 0.914 -1.748 -0.424
N -0.934 -0.636 -0.105
N -0.200 0.545 0.109
N 1.859 1.476 -0.124
O 2.840 -1.258 0.212
```

Output
Structure (SMILES) ... [H]/N=C(/C=O)NN=C
HOMO-LUMO gap ... 9.01 eV
E_HOMO ... -9.313 eV
LUMO energy ... -0.303 eV

Mulliken population analysis, charges in e, atoms 1 to 4:
1. C -0.320
2. C 0.427
3. C 0.050
4. H 0.185

=====

Run B
C3H5N3O in the gas phase, computed with ωB97M-V/def2-TZVPD.

The geometry in XYZ format:
```
12
C3H5N3O (ωB97M-V/def2-TZVPD)
N 1.204 -1.208 1.439
C 0.463 -0.435 0.547
N 0.922 0.573 -0.164
C -0.170 1.029 -0.859
O -0.106 2.030 -1.770
C -1.297 0.332 -0.561
N -0.866 -0.635 0.346
H 2.095 -1.512 1.065
H 0.687 -1.990 1.815
H 0.627 2.612 -1.542
H -2.314 0.422 -0.900
H -1.447 -1.362 0.728
```

Output
Structure (SMILES) ... Nc1nc(O)c[nH]1
HOMO-LUMO gap ... 8.42 eV
E_HOMO ... -7.673 eV
LUMO energy ... 0.743 eV

Mulliken population analysis, charges in e, atoms 1 to 4:
1. N -0.478
2. C 0.247
3. N -0.663
4. C 0.570

=====

On energetic grounds, run B is preferred over the next structure by 0.1561 hartree.

=====

Run A
C3H5N3O in the gas phase, computed with ωB97M-V/def2-TZVPD.

The geometry in XYZ format:
```
12
C3H5N3O (ωB97M-V/def2-TZVPD)
O 0.744 -2.035 -1.620
C 0.236 -0.747 -1.418
C -0.002 -0.168 -0.010
N 0.414 -0.471 1.214
N 0.041 0.674 1.930
C -0.543 1.537 1.094
N -0.626 1.044 -0.110
H 0.039 -2.677 -1.479
H -0.698 -0.570 -1.975
H 0.966 -0.066 -1.876
H 0.278 0.943 2.887
H -0.850 2.536 1.363
```

Output
Structure (SMILES) ... OCc1nc[nH]n1
HOMO-LUMO gap ... 10.88 eV
E_HOMO ... -10.031 eV
LUMO energy ... 0.852 eV

Mulliken population analysis, charges in e, atoms 1 to 4:
1. O -0.497
2. C -0.368
3. C 0.503
4. N -0.675

=====

Run B
C3H5N3O in the gas phase, computed with ωB97M-V/def2-TZVPD.

The geometry in XYZ format:
```
12
C3H5N3O (ωB97M-V/def2-TZVPD)
C -0.603 -1.632 -0.067
C -1.335 -0.593 -0.460
C -0.546 0.649 -0.682
H 2.453 0.449 0.993
H 0.624 0.624 1.577
H -1.047 -2.519 0.150
H -2.520 -0.367 -0.220
H 0.532 2.177 -0.742
N 1.365 0.650 0.815
N 0.804 0.023 -0.366
N -0.557 1.947 -0.836
O 0.832 -1.409 -0.162
```

Output
Structure (SMILES) ... [H]/N=c1/ccon1N
HOMO-LUMO gap ... 9.59 eV
E_HOMO ... -9.111 eV
LUMO energy ... 0.480 eV

Mulliken population analysis, charges in e, atoms 1 to 4:
1. C -0.338
2. C -0.252
3. C 0.472
4. H 0.279

=====

On energetic grounds, run A is preferred over the next structure by 0.1649 hartree.

=====

Run A
C3H5N3O in the gas phase, computed with ωB97M-V/def2-TZVPD.

The geometry in XYZ format:
```
12
C3H5N3O (ωB97M-V/def2-TZVPD)
O 0.018 -2.347 1.458
C 0.535 -1.414 0.565
C -0.181 -0.227 0.226
N 0.201 0.086 -1.028
N 0.111 1.467 -1.066
C -0.669 1.794 0.011
N -0.885 0.797 0.822
H -0.711 -2.797 1.018
H 0.958 -0.873 -1.000
H 1.579 -1.207 0.798
H 0.048 1.908 -1.972
H -1.005 2.814 0.169
```

Output
Structure (SMILES) ... O/C=C1\N=CNN1
HOMO-LUMO gap ... 8.18 eV
E_HOMO ... -7.440 eV
LUMO energy ... 0.736 eV

Mulliken population analysis, charges in e, atoms 1 to 4:
1. O -0.462
2. C -0.968
3. C 0.764
4. N -0.257

=====

Run B
C3H5N3O in the gas phase, computed with ωB97M-V/def2-TZVPD.

The geometry in XYZ format:
```
12
C3H5N3O (ωB97M-V/def2-TZVPD)
N -0.623 -1.484 0.748
C -0.280 -0.106 0.419
C -0.795 0.683 1.419
O -0.399 1.922 1.116
N 0.358 1.952 -0.062
C 0.449 0.712 -0.479
N 1.231 0.401 -1.595
H -1.263 -1.977 0.120
H 0.152 -2.107 0.992
H -1.125 -1.075 1.635
H 0.751 -0.178 -2.273
H 1.545 1.257 -2.041
```

Output
HOMO-LUMO gap ... 8.41 eV
E_HOMO ... -8.418 eV
LUMO energy ... -0.010 eV

Mulliken population analysis, charges in e, atoms 1 to 4:
1. N -0.189
2. C 0.386
3. C -0.944
4. O -0.033

=====

On energetic grounds, run A is preferred over the next structure by 0.0097 hartree.

=====

Run A
C3H5N3O in the gas phase, computed with ωB97M-V/def2-TZVPD.

The geometry in XYZ format:
```
12
C3H5N3O (ωB97M-V/def2-TZVPD)
O -1.967 0.990 -0.332
C -1.852 -0.232 0.307
C -0.383 -0.336 0.189
N -0.076 0.887 -0.398
N 1.648 0.481 -0.498
C 1.732 -0.568 0.261
N 0.555 -1.158 0.582
H -0.222 1.102 -1.373
H -2.357 -1.075 -0.203
H -2.168 -0.268 1.367
H 2.428 1.123 -0.588
H 2.662 -0.946 0.687
```

Output
HOMO-LUMO gap (spin up / spin down) ... 8.65 / 8.65 eV
E_HOMO (spin up / spin down) ... -8.510 / -8.508 eV
LUMO energy (spin up / spin down) ... 0.142 / 0.141 eV

Mulliken population analysis, charges in e, atoms 1 to 4:
1. O -0.650
2. C -0.043
3. C 0.472
4. N -0.164

=====

Run B
C3H5N3O in the gas phase, computed with ωB97M-V/def2-TZVPD.

The geometry in XYZ format:
```
12
C3H5N3O (ωB97M-V/def2-TZVPD)
C -0.086 0.624 -0.271
C -0.612 0.614 1.806
C 0.178 -0.614 0.140
H 0.982 1.521 -1.812
H -0.597 1.636 -2.002
H -0.864 0.864 2.883
H 0.988 -2.501 0.253
H 0.311 -1.989 -1.390
N 0.205 0.954 -1.647
N -0.580 1.430 0.821
N 0.288 -1.944 -0.324
O -0.212 -0.595 1.543
```

Output
Structure (SMILES) ... Nc1ncoc1N
HOMO-LUMO gap ... 9.29 eV
E_HOMO ... -8.388 eV
LUMO energy ... 0.899 eV

Mulliken population analysis, charges in e, atoms 1 to 4:
1. C 0.401
2. C 0.176
3. C 0.078
4. H 0.244

=====

On energetic grounds, run B is preferred over the next structure by 0.1226 hartree.